The following is a quantum chemistry calculation of a cluster of 2 separate species, C14H26F4NO5PS in total at a distorted geometry, from the Open Molecules 2025 dataset.

Geometry as XYZ:
```
52
Properties=species:S:1:pos:R:3
S 1.0645 3.2713 -5.1616
P 1.0360 1.7891 -3.9534
F 2.2344 3.6224 -2.6186
F -1.4166 5.9445 -0.4333
F -0.7717 5.8970 1.5888
F -2.0806 4.3858 0.9115
O 0.8014 -3.3802 4.8788
O -0.4859 1.3776 -3.6901
O -2.2327 -4.1995 1.6949
O 1.8447 0.5856 -4.6688
O 0.7500 -2.0497 3.1384
N 1.8740 2.3193 -2.3974
C 2.2596 0.3166 -1.1403
C -1.0593 5.1341 0.5349
C -3.4758 -4.7269 1.6997
C 1.0675 2.3913 -1.1451
C -3.6462 -5.6455 2.9278
C -0.1079 3.3862 -1.0633
C 0.4760 -1.8036 0.6820
C 0.1036 -2.5958 1.9515
C 0.9539 0.9597 -0.5255
C 1.2813 -3.0726 3.8863
C 2.9894 1.3838 -2.0157
C -0.3649 0.1928 -0.7090
C -0.5925 -0.6876 0.5423
C 0.1349 4.2840 0.1920
H 2.1211 -0.6549 -1.6209
H -1.5606 -1.2017 0.5136
H 2.9403 0.2130 -0.2871
H 0.4121 -3.6430 1.8363
H -1.0687 2.8940 -0.8929
H -3.5132 -5.0917 3.8606
H 3.6017 2.0440 -1.3863
H 0.9750 1.2005 0.5434
H -0.5218 -0.0848 1.4601
H 0.3390 3.6029 1.0305
H -1.2521 0.8324 -0.8039
H -2.9313 -6.4720 2.9088
H -4.3316 -4.0105 1.7550
H -3.7623 -5.3593 0.8247
H -0.3615 -0.4960 -1.5746
H 2.0561 -0.1471 -4.0559
H -0.5684 0.5418 -3.1820
H -0.1510 4.0630 -1.9249
H 1.4803 -1.3651 0.7939
H -4.6570 -6.0831 2.9442
H 2.2056 -3.5280 3.4835
H 0.4252 -2.5225 -0.1475
H -1.0012 -2.5889 2.0327
H 1.7925 2.8477 -0.4505
H 1.0425 4.8814 0.0472
H 3.6523 1.0478 -2.8152
```

Values from the calculation:
Charge   0
HOMO level   -4.798 eV
LUMO energy   -2.087 eV
Molecular weight   427.397 g mol⁻¹